This record from the OMol25 dataset describes a structure of composition C28H38FN2O2S2Si3Zn. The level of theory is ωB97M-V/def2-TZVPD.

## Properties
E_LUMO ... 2.19 eV
E_HOMO ... -5.0962 eV
Largest force on an atom ... 1.68 eV Å⁻¹
Net charge ... -1
Relative energy (zero: lowest compared OMol25 entry of this formula, charge and spin) ... 0.0 kcal/mol
Spin multiplicity ... 1

```
77
C28H38FN2O2S2Si3Zn ωB97M-V/def2-TZVPD
Zn 9.2631 15.9354 7.3248
C 13.8396 15.1793 6.2449
Si 12.1223 14.6707 6.8051
C 12.4281 13.1043 7.8069
C 11.1714 14.3153 5.1816
C 11.2431 16.1311 7.7372
Si 11.6881 16.1998 9.5667
C 10.6722 15.0732 10.6543
C 13.4782 15.7668 9.9477
C 11.4396 17.9235 10.3264
Si 11.6888 17.8150 6.9729
C 11.4800 17.9830 5.1225
C 13.4011 18.5102 7.3544
C 10.4250 19.0775 7.5199
C 10.6900 20.4337 7.6182
C 9.6640 21.3234 7.8602
C 8.4053 20.7970 8.0453
C 8.2054 19.4438 7.9434
N 9.1815 18.5888 7.6716
H 14.2822 14.2945 5.7409
H 14.4685 15.4631 7.1007
H 13.8300 15.9881 5.5059
H 12.2716 12.2300 7.1561
H 11.7189 12.9436 8.6433
H 13.4575 13.0785 8.1193
H 11.8117 13.8849 4.4490
H 10.8069 15.2554 4.7482
H 10.3458 13.5992 5.3920
H 10.6227 14.0599 10.2989
H 9.6340 15.4616 10.7454
H 11.1889 15.0666 11.6086
H 13.6398 14.6968 9.7356
H 13.6194 15.9475 11.0114
H 14.2157 16.3162 9.3869
H 10.4301 18.3056 10.1488
H 12.1285 18.6672 9.9177
H 11.6333 17.8614 11.3823
H 12.0991 17.3052 4.5250
H 11.6555 18.9745 4.7552
H 10.4229 17.7738 4.8557
H 14.1343 18.0489 6.6832
H 13.7412 18.3456 8.3621
H 13.4587 19.5967 7.1414
H 11.7095 20.7721 7.5232
H 9.7997 22.4019 7.9477
H 7.5523 21.4304 8.2647
H 7.2095 19.0375 8.0814
F 4.8562 11.3239 5.7195
C 5.4179 12.5801 5.9128
C 6.2615 13.0794 4.9661
C 6.9074 14.2760 5.2481
C 6.6702 15.0123 6.4006
C 7.3938 16.2609 6.7236
C 5.7557 14.4735 7.3134
C 5.0872 13.2761 7.0536
H 6.4505 12.4793 4.0922
H 7.6229 14.6286 4.5145
H 6.9116 16.6991 7.5918
H 7.3367 16.9564 5.8809
H 5.4723 15.0112 8.2266
H 4.3822 12.8699 7.7547
O 11.3100 9.0948 6.6200
S 9.9208 9.5178 6.7176
O 9.0182 8.8446 5.8220
N 9.8078 11.1919 6.6413
C 9.2548 11.6807 7.7217
S 8.8039 13.2480 8.0782
C 8.9634 10.6656 8.7744
C 8.4089 10.9195 10.0119
C 8.1782 9.8321 10.8253
C 8.4868 8.5304 10.4289
C 9.0588 8.3005 9.1737
C 9.3059 9.4102 8.3574
H 8.1806 11.9286 10.3663
H 7.7540 10.0129 11.8172
H 8.3153 7.6986 11.1108
H 9.2241 7.2870 8.8172
```